1.
13 unconnected molecules or ions with the total composition C38H109N7O17 in a non-equilibrium geometry. Source: OMol25; level of theory: wB97M-V/def2-TZVPD.

Each line ends with the Mulliken charge.
Positions of all 171 atoms, in Å:
C1 3.956 -2.362 7.164  -0.570
O1 3.265 -2.843 5.985  -0.479
H1 4.672 -3.113 7.497  0.292
H2 4.641 -1.538 6.967  0.267
H3 3.319 -2.039 7.987  0.229
H4 3.879 -3.024 5.270  0.272
C2 0.574 -7.431 1.306  -0.509
O2 0.865 -8.660 0.713  -0.506
H5 0.413 -7.588 2.372  0.227
H6 1.407 -6.732 1.230  0.210
H7 -0.309 -7.004 0.830  0.245
H8 0.501 -8.591 -0.173  0.308
C3 5.038 2.911 -2.426  -1.167
C4 6.106 2.652 -1.369  0.566
C5 6.082 3.638 -0.174  -0.781
O3 6.298 5.023 -0.521  -0.342
C6 7.591 5.319 -0.981  -0.703
N1 6.090 1.259 -0.984  -0.673
H9 5.158 2.133 -3.180  0.368
H10 5.063 3.947 -2.764  0.321
H11 4.045 2.712 -2.024  0.230
H12 7.079 2.876 -1.806  0.126
H13 6.755 3.347 0.633  0.400
H14 5.119 3.465 0.306  0.333
H15 7.797 4.903 -1.967  0.279
H16 8.324 4.958 -0.260  0.320
H17 7.690 6.404 -0.988  0.245
H18 5.274 1.076 -0.416  0.279
H19 6.040 0.715 -1.833  0.206
C7 0.148 6.903 -1.690  -1.549
C8 -0.074 8.287 -2.233  0.582
C9 0.741 9.380 -1.459  -0.702
O4 0.460 10.724 -1.882  -0.385
C10 -0.925 11.023 -1.631  -0.704
N2 0.211 8.280 -3.641  -0.646
H20 1.154 6.543 -1.906  0.323
H21 -0.530 6.165 -2.118  0.351
H22 0.044 6.907 -0.605  0.351
H23 -1.119 8.542 -2.056  0.269
H24 1.786 9.176 -1.688  0.334
H25 0.709 9.288 -0.373  0.377
H26 -1.281 10.679 -0.660  0.316
H27 -1.483 10.564 -2.447  0.271
H28 -1.076 12.098 -1.734  0.266
H29 1.137 7.937 -3.856  0.268
H30 0.226 9.228 -3.988  0.279
C11 -0.062 -2.182 -1.364  -1.472
C12 -0.570 -0.945 -0.636  0.529
C13 0.543 0.168 -0.737  -0.849
O5 1.712 -0.125 -0.048  -0.267
C14 1.728 -0.071 1.404  -0.754
N3 -1.751 -0.513 -1.352  -0.531
H31 0.513 -1.925 -2.253  0.354
H32 -0.872 -2.868 -1.611  0.425
H33 0.487 -2.833 -0.684  0.331
H34 -0.750 -1.163 0.416  0.345
H35 0.227 1.166 -0.434  0.334
H36 0.746 0.256 -1.804  0.338
H37 2.754 -0.156 1.761  0.258
H38 1.206 -0.926 1.834  0.287
H39 1.289 0.835 1.821  0.319
H40 -2.458 -1.234 -1.353  0.123
H41 -1.536 -0.507 -2.339  0.241
C15 1.757 1.406 12.174  -1.389
C16 0.800 2.541 11.725  0.512
C17 0.093 2.192 10.363  -0.611
O6 1.111 2.178 9.342  -0.303
C18 0.527 2.203 8.098  -0.750
N4 -0.182 2.784 12.759  -0.725
H42 2.596 1.273 11.490  0.333
H43 1.271 0.463 12.427  0.326
H44 2.255 1.661 13.109  0.388
H45 1.397 3.452 11.676  0.214
H46 -0.617 3.000 10.187  0.330
H47 -0.375 1.209 10.326  0.291
H48 -0.112 1.376 7.789  0.288
H49 1.385 2.218 7.426  0.269
H50 -0.034 3.132 7.992  0.323
H51 -0.730 1.974 13.008  0.254
H52 -0.869 3.439 12.415  0.253
C19 -3.130 1.980 3.230  -1.236
C20 -3.205 3.525 3.375  0.378
C21 -1.931 4.209 2.756  -0.589
O7 -0.758 4.003 3.542  -0.225
C22 0.475 4.547 3.021  -0.803
N5 -4.437 3.867 2.710  -0.729
H53 -2.230 1.703 3.779  0.283
H54 -3.069 1.740 2.168  0.245
H55 -3.974 1.451 3.672  0.388
H56 -3.375 3.879 4.392  0.363
H57 -1.943 5.298 2.710  0.379
H58 -1.730 3.805 1.763  0.217
H59 0.761 4.279 2.004  0.265
H60 1.350 4.121 3.514  0.260
H61 0.398 5.632 3.090  0.333
H62 -4.544 4.871 2.666  0.284
H63 -4.303 3.747 1.717  0.187
C23 -6.336 -4.126 -4.520  -1.483
C24 -5.755 -3.777 -3.209  0.386
C25 -6.507 -2.709 -2.391  -0.547
O8 -5.773 -2.499 -1.251  -0.246
C26 -6.468 -1.652 -0.294  -0.684
N6 -5.789 -5.050 -2.536  -0.730
H64 -5.827 -4.965 -4.995  0.409
H65 -6.310 -3.326 -5.260  0.351
H66 -7.372 -4.464 -4.488  0.366
H67 -4.717 -3.445 -3.220  0.289
H68 -7.507 -3.093 -2.187  0.303
H69 -6.597 -1.760 -2.921  0.272
H70 -5.986 -1.819 0.669  0.244
H71 -7.538 -1.835 -0.202  0.309
H72 -6.217 -0.651 -0.647  0.233
H73 -5.491 -5.033 -1.572  0.254
H74 -6.778 -5.254 -2.552  0.273
C27 1.870 -9.774 -4.897  -1.621
C28 1.841 -8.758 -3.796  0.933
C29 2.123 -7.335 -4.136  -0.964
O9 3.393 -7.251 -4.771  -0.389
C30 4.575 -7.285 -3.982  -0.745
N7 0.532 -8.905 -3.218  -0.622
H75 1.803 -10.800 -4.535  0.409
H76 2.793 -9.752 -5.477  0.329
H77 1.028 -9.596 -5.566  0.438
H78 2.633 -9.010 -3.091  0.060
H79 1.993 -6.669 -3.283  0.411
H80 1.426 -6.976 -4.893  0.386
H81 4.763 -8.323 -3.708  0.284
H82 4.406 -6.758 -3.043  0.360
H83 5.364 -6.819 -4.571  0.234
H84 -0.116 -8.205 -3.551  0.268
H85 0.135 -9.740 -3.625  0.253
C31 3.898 -2.457 -5.920  -0.345
C32 5.396 -2.539 -5.654  -0.318
O10 5.815 -1.904 -4.438  -0.498
O11 3.607 -3.333 -6.986  -0.519
H86 3.616 -1.429 -6.147  0.287
H87 3.311 -2.803 -5.069  0.235
H88 5.914 -2.031 -6.468  0.269
H89 5.802 -3.547 -5.736  0.255
H90 6.728 -1.664 -4.612  0.319
H91 3.614 -4.210 -6.595  0.316
C33 -5.302 2.775 -3.333  -0.260
C34 -6.641 3.441 -3.722  -0.406
O12 -6.514 4.871 -3.574  -0.526
O13 -4.967 2.741 -1.890  -0.511
H92 -4.478 3.208 -3.901  0.301
H93 -5.396 1.752 -3.697  0.209
H94 -7.545 3.130 -3.197  0.305
H95 -6.869 3.175 -4.754  0.275
H96 -5.690 5.243 -3.897  0.309
H97 -4.338 2.021 -1.808  0.288
C35 -1.398 -2.734 5.994  -0.286
C36 -2.865 -2.603 6.466  -0.400
O14 -3.690 -3.771 6.459  -0.499
O15 -0.679 -3.477 6.958  -0.513
H98 -0.868 -1.791 5.865  0.290
H99 -1.311 -3.260 5.043  0.269
H100 -3.228 -1.795 5.830  0.263
H101 -2.868 -2.244 7.495  0.271
H102 -3.631 -4.222 5.613  0.308
H103 0.233 -3.303 6.713  0.286
C37 -0.826 -1.561 -8.223  -0.485
C38 -1.409 -1.827 -6.863  -0.197
O16 -2.103 -0.697 -6.418  -0.485
O17 -1.834 -1.295 -9.139  -0.534
H104 -0.396 -2.483 -8.616  0.237
H105 -0.155 -0.703 -8.228  0.331
H106 -0.653 -2.094 -6.125  0.275
H107 -2.059 -2.701 -6.904  0.245
H108 -2.718 -0.405 -7.095  0.282
H109 -1.791 -0.337 -9.170  0.330

Cartesian forces (eV/Å) of the 3 atoms listed first:
1.32 -0.37 -0.81
-0.46 0.64 1.10
-0.38 -0.44 0.41

Values from the calculation:
Lowest unoccupied orbital energy   0.006 eV
E   -86400.8615 eV



2.
15 unconnected molecules or ions with the total composition C38H110N4O26 in a non-equilibrium geometry. Source: OMol25; level of theory: wB97M-V/def2-TZVPD.

Each line ends with the Mulliken charge.
Positions of all 178 atoms, in Å:
C1 12.943 -15.018 -7.741  -0.867
C2 12.616 -14.195 -6.503  0.442
C3 11.387 -13.339 -6.720  -0.383
O1 11.712 -12.238 -7.484  -0.191
C4 10.813 -11.094 -7.325  -0.872
N1 12.438 -15.148 -5.392  -0.803
H1 12.191 -15.798 -7.863  0.334
H2 13.929 -15.443 -7.551  0.467
H3 13.164 -14.368 -8.588  -0.362
H4 13.479 -13.588 -6.230  0.293
H5 11.057 -13.038 -5.726  0.526
H6 10.533 -13.873 -7.138  -0.104
H7 11.439 -10.232 -7.555  0.190
H8 10.521 -10.950 -6.284  0.449
H9 9.992 -11.133 -8.040  0.191
H10 12.081 -14.705 -4.558  0.258
H11 13.356 -15.400 -5.055  0.297
C5 12.747 -20.597 -11.025  -0.409
C6 12.690 -21.895 -11.988  0.096
C7 11.353 -22.008 -12.717  -0.691
O2 10.112 -22.106 -11.973  -0.371
C8 10.002 -23.343 -11.188  -0.795
N2 13.745 -21.598 -12.946  -0.408
H12 12.808 -19.669 -11.592  -0.299
H13 13.676 -20.576 -10.456  0.387
H14 11.898 -20.550 -10.343  0.449
H15 12.876 -22.819 -11.440  0.469
H16 11.326 -22.952 -13.262  0.497
H17 11.162 -21.163 -13.377  0.195
H18 8.944 -23.342 -10.929  0.276
H19 10.532 -23.283 -10.237  0.296
H20 10.324 -24.298 -11.602  0.331
H21 13.413 -20.830 -13.513  -0.027
H22 13.784 -22.358 -13.610  0.278
C9 3.200 -14.347 -15.379  -1.380
C10 4.280 -13.295 -15.253  0.589
C11 5.714 -13.788 -14.730  -0.421
O3 6.663 -12.668 -14.700  -0.455
C12 8.004 -13.114 -14.498  0.323
N3 4.461 -12.589 -16.536  -0.706
H23 2.262 -13.992 -15.807  0.380
H24 2.864 -14.746 -14.422  0.333
H25 3.572 -15.263 -15.837  0.351
H26 3.955 -12.609 -14.470  0.167
H27 6.038 -14.577 -15.409  0.260
H28 5.618 -14.270 -13.757  -0.048
H29 8.585 -12.193 -14.541  -0.367
H30 8.213 -13.817 -15.304  0.677
H31 8.167 -13.547 -13.511  -0.324
H32 3.602 -12.319 -16.993  0.238
H33 4.994 -11.742 -16.392  0.225
C13 11.491 -17.046 -11.614  -0.908
C14 11.314 -15.602 -11.098  0.188
C15 12.655 -14.798 -11.381  -0.864
O4 12.752 -14.746 -12.772  1.121
C16 13.886 -13.989 -13.212  -0.747
N4 10.188 -14.972 -11.822  1.002
H34 11.796 -17.044 -12.661  -0.791
H35 10.594 -17.663 -11.570  0.372
H36 12.237 -17.534 -10.987  0.562
H37 11.082 -15.608 -10.033  0.261
H38 13.539 -15.362 -11.084  0.509
H39 12.631 -13.820 -10.901  -0.406
H40 14.810 -14.256 -12.699  0.036
H41 13.686 -12.919 -13.155  0.090
H42 14.096 -14.228 -14.254  0.452
H43 10.577 -14.851 -12.746  -0.553
H44 10.091 -13.990 -11.605  -0.080
C17 15.592 -10.962 -15.619  -0.769
C18 16.521 -11.405 -14.417  0.036
O5 17.684 -11.858 -15.064  -0.550
O6 14.987 -12.101 -16.221  -0.410
H45 16.193 -10.408 -16.339  0.411
H46 14.837 -10.251 -15.282  0.264
H47 15.973 -12.134 -13.821  -0.206
H48 16.814 -10.665 -13.672  0.629
H49 18.415 -11.780 -14.446  0.321
H50 15.704 -12.650 -16.545  0.258
C19 8.055 -11.862 -10.984  -0.331
C20 9.524 -11.524 -11.187  -0.103
O7 10.240 -12.499 -10.441  1.152
O8 7.814 -11.593 -9.629  -0.684
H51 7.829 -12.926 -11.051  0.013
H52 7.364 -11.369 -11.667  0.497
H53 9.824 -10.579 -10.735  0.568
H54 9.819 -11.560 -12.236  -0.566
H55 9.701 -12.594 -9.653  -0.545
H56 7.020 -11.981 -9.254  0.365
C21 12.819 -10.454 -10.152  0.435
C22 13.026 -10.781 -11.621  0.657
O9 14.455 -10.810 -11.933  -0.418
O10 13.080 -9.042 -9.840  -0.670
H57 13.387 -11.153 -9.539  0.129
H58 11.777 -10.656 -9.903  -0.503
H59 12.553 -10.150 -12.374  0.390
H60 12.499 -11.698 -11.886  -0.719
H61 14.679 -9.970 -12.341  0.253
H62 12.445 -8.419 -10.202  0.342
C23 5.846 -17.492 -12.005  -0.511
C24 7.270 -16.862 -12.263  0.045
O11 7.421 -15.466 -11.996  0.000
O12 4.864 -16.797 -12.766  -0.552
H63 5.605 -17.498 -10.942  0.197
H64 5.844 -18.538 -12.309  0.357
H65 7.546 -16.922 -13.316  0.014
H66 8.054 -17.314 -11.655  0.180
H67 8.349 -15.233 -11.919  -0.092
H68 5.126 -15.887 -12.609  0.312
C25 11.116 -10.390 -15.127  -0.730
C26 11.759 -11.730 -15.467  0.958
O13 11.311 -12.767 -14.589  0.978
O14 11.673 -9.263 -15.827  -0.548
H69 11.195 -10.194 -14.057  -0.199
H70 10.037 -10.429 -15.271  0.603
H71 12.830 -11.714 -15.268  -0.944
H72 11.609 -11.817 -16.543  0.287
H73 11.992 -13.394 -14.335  -0.862
H74 10.917 -8.844 -16.245  0.385
C27 8.055 -15.303 -8.441  0.395
C28 7.305 -14.165 -7.658  -0.481
O15 6.305 -13.582 -8.535  -0.586
O16 7.354 -16.483 -8.402  -0.629
H75 9.054 -15.511 -8.061  0.030
H76 8.277 -14.833 -9.399  -0.030
H77 7.981 -13.386 -7.306  0.106
H78 6.805 -14.461 -6.736  0.538
H79 5.455 -13.710 -8.106  0.305
H80 6.554 -16.316 -8.906  0.336
C29 10.387 -17.850 -16.279  -0.930
C30 10.052 -16.597 -15.499  0.841
O17 10.548 -15.422 -16.153  -0.414
O18 11.772 -18.031 -16.079  -0.264
H81 10.074 -17.749 -17.318  0.359
H82 9.849 -18.735 -15.941  0.402
H83 10.490 -16.796 -14.521  -0.586
H84 8.985 -16.515 -15.295  0.193
H85 11.484 -15.570 -16.307  0.192
H86 12.157 -18.456 -16.848  0.192
C31 13.760 -15.358 -17.724  -0.116
C32 15.254 -15.467 -17.207  -0.394
O19 15.957 -14.376 -17.746  -0.563
O20 13.142 -14.417 -16.882  -0.462
H87 13.215 -16.299 -17.651  0.014
H88 13.737 -15.160 -18.795  0.391
H89 15.674 -16.402 -17.576  0.413
H90 15.344 -15.461 -16.121  0.082
H91 16.197 -14.646 -18.636  0.352
H92 13.710 -13.643 -16.896  0.217
C33 14.501 -18.142 -14.495  0.435
C34 15.917 -18.587 -14.853  -0.744
O21 16.002 -20.003 -14.640  -0.666
O22 14.231 -18.333 -13.133  0.393
H93 13.822 -18.747 -15.095  0.311
H94 14.216 -17.121 -14.751  -0.267
H95 16.672 -18.090 -14.245  0.187
H96 16.021 -18.410 -15.924  0.365
H97 15.894 -20.178 -13.702  0.409
H98 13.299 -18.535 -13.019  -0.653
C35 16.362 -13.762 -9.561  1.195
C36 17.504 -13.044 -10.256  -0.573
O23 18.746 -13.768 -9.994  -0.552
O24 16.652 -13.941 -8.124  -0.550
H99 16.097 -14.684 -10.078  -0.285
H100 15.527 -13.079 -9.711  -0.397
H101 17.457 -11.994 -9.967  0.457
H102 17.368 -13.020 -11.337  0.064
H103 19.207 -13.199 -9.373  0.326
H104 17.583 -14.139 -8.003  0.323
C37 16.647 -17.953 -11.304  0.174
C38 18.067 -17.564 -10.807  -0.704
O25 18.802 -16.778 -11.701  -0.570
O26 16.012 -16.681 -11.655  -0.040
H105 15.988 -18.403 -10.561  0.258
H106 16.626 -18.623 -12.163  -0.027
H107 18.664 -18.455 -10.612  0.389
H108 18.082 -17.045 -9.848  0.261
H109 18.417 -15.900 -11.750  0.296
H110 15.289 -16.898 -12.248  -0.068

Cartesian forces (eV/Å) of the 3 atoms listed first:
1.19 0.50 0.59
0.14 -0.79 -0.13
-0.19 -0.21 1.28

Values from the calculation:
Lowest unoccupied orbital energy   0.309 eV
E   -100375.4821 eV